Formula: C15H27FeO15
Source: the OMol25 dataset
Level of theory: the ωB97M-V functional and the def2-TZVPD basis

## Properties
- highest occupied orbital energy (alpha / beta) (eV) = -9.81 / -9.80
- <S²> = 8.7565
- multiplicity = 6
- Kohn-Sham gap (alpha / beta) (eV) = 10.3 / 8.8
- energy above the lowest of the compared OMol25 structures with the same formula, charge and spin (kcal per mole) = 62.6
- M (g mol⁻¹) = 503.21
- max |F| (eV Å⁻¹) = 4.5

Last column: Mulliken spin population.
Atoms and positions in Å:
1 Fe 1.515 1.835 0.734  4.373
2 C 0.294 5.733 0.957  0.001
3 C 0.582 4.193 0.828  -0.010
4 O 0.429 3.466 -0.211  0.106
5 O 1.209 3.647 1.732  0.089
6 H 1.112 6.356 1.318  0.001
7 H -0.530 5.882 1.655  0.001
8 H -0.046 6.077 -0.020  0.001
9 C -0.578 -1.032 -1.377  0.003
10 C 0.246 -0.096 -0.478  -0.019
11 O 1.478 0.104 -0.474  0.096
12 O -0.317 0.642 0.354  0.094
13 H -1.365 -1.491 -0.778  0.000
14 H 0.079 -1.887 -1.531  0.001
15 H -0.920 -0.569 -2.302  0.002
16 C 5.526 1.534 0.469  0.003
17 C 4.066 1.841 0.617  -0.015
18 O 3.356 2.373 -0.223  0.118
19 O 3.367 1.432 1.575  0.128
20 H 5.813 1.352 -0.566  0.001
21 H 5.748 0.731 1.171  0.002
22 H 5.995 2.464 0.789  0.001
23 C 1.758 2.397 4.985  -0.001
24 O 0.580 1.571 4.845  0.002
25 C 0.310 0.888 3.761  0.005
26 O 0.864 1.090 2.690  0.015
27 O -0.501 -0.161 4.029  0.002
28 C -0.371 -1.299 3.278  -0.003
29 H 2.564 1.756 4.627  0.000
30 H 1.949 2.579 6.043  0.000
31 H 1.792 3.271 4.336  0.000
32 H -1.001 -2.126 3.604  0.000
33 H 0.601 -1.772 3.419  0.000
34 H -0.332 -1.034 2.221  0.003
35 C 0.262 -4.708 1.681  0.000
36 O -0.941 -3.974 1.376  0.000
37 C -1.751 -4.300 0.354  0.000
38 O -1.612 -5.280 -0.360  0.000
39 O -2.833 -3.560 0.519  0.000
40 C -4.000 -3.838 -0.279  0.000
41 H 1.168 -4.143 1.461  0.000
42 H 0.487 -5.622 1.131  0.000
43 H 0.261 -4.939 2.746  0.000
44 H -4.275 -4.891 -0.327  0.000
45 H -3.727 -3.394 -1.236  0.000
46 H -4.874 -3.277 0.050  0.000
47 C -2.532 1.394 -3.441  0.000
48 O -3.129 1.121 -4.703  0.000
49 C -2.730 0.125 -5.546  0.000
50 O -3.252 0.017 -6.637  0.000
51 O -1.683 -0.559 -5.033  0.000
52 C -0.999 -1.454 -5.977  0.000
53 H -2.849 2.348 -3.019  0.000
54 H -1.464 1.528 -3.616  0.000
55 H -2.515 0.622 -2.672  0.000
56 H -1.404 -1.325 -6.981  0.000
57 H -0.927 -2.488 -5.641  0.000
58 H 0.047 -1.153 -5.927  0.000

Formula: C15H27N3O4S
Source: the OMol25 dataset
Level of theory: the ωB97M-V functional and the def2-TZVPD basis

## Properties
- highest occupied orbital energy (eV) = -9.42
- Kohn-Sham gap (eV) = 10.0
- energy above the lowest of the compared OMol25 structures with the same formula, charge and spin (kcal per mole) = 0.0
- SMILES string = O=C(NC[C@@H]1CCCO1)C1CCN(S(=O)(=O)N2CCCC2)CC1
- M (g mol⁻¹) = 345.46
- max |F| (eV Å⁻¹) = 1.0

Last column: Löwdin charge in e.
Atoms and positions in Å:
1 O 2.037 3.314 -0.228  0.069
2 C 1.400 2.282 -0.252  -0.471
3 N 1.949 1.091 -0.585  0.079
4 H 1.429 0.240 -0.440  0.127
5 C 3.374 0.912 -0.715  -0.119
6 H 3.585 0.368 -1.641  0.132
7 H 3.827 1.904 -0.756  0.131
8 C 3.925 0.125 0.482  -0.312
9 C 5.440 -0.116 0.388  -0.126
10 H 5.997 0.553 1.039  0.116
11 C 5.585 -1.586 0.779  -0.153
12 H 6.445 -2.067 0.321  0.111
13 C 4.259 -2.157 0.284  -0.203
14 H 3.946 -3.063 0.805  0.121
15 O 3.298 -1.156 0.549  -0.112
16 H 4.307 -2.363 -0.796  0.122
17 H 5.652 -1.687 1.863  0.115
18 H 5.775 0.039 -0.639  0.115
19 H 3.655 0.659 1.403  0.155
20 C -0.096 2.238 0.046  -0.232
21 C -0.407 1.388 1.283  -0.118
22 C -1.912 1.386 1.539  -0.194
23 N -2.603 0.870 0.373  -0.215
24 S -4.215 0.422 0.633  0.638
25 O -4.440 0.395 2.043  -0.266
26 O -5.069 1.207 -0.203  -0.264
27 N -4.339 -1.148 0.112  -0.231
28 C -4.267 -1.381 -1.315  -0.185
29 H -4.994 -2.159 -1.566  0.123
30 C -2.831 -1.861 -1.614  -0.147
31 H -2.265 -1.099 -2.147  0.093
32 H -2.853 -2.758 -2.231  0.105
33 C -2.216 -2.144 -0.234  -0.160
34 H -1.725 -3.115 -0.190  0.107
35 H -1.493 -1.373 0.024  0.078
36 C -3.408 -2.068 0.729  -0.185
37 H -3.900 -3.041 0.822  0.127
38 H -3.156 -1.699 1.720  0.112
39 H -4.551 -0.466 -1.830  0.105
40 C -2.392 1.709 -0.789  -0.198
41 C -0.907 1.721 -1.146  -0.120
42 H -0.592 0.708 -1.403  0.108
43 H -0.747 2.362 -2.014  0.130
44 H -2.740 2.733 -0.594  0.135
45 H -2.989 1.305 -1.606  0.111
46 H -2.251 2.406 1.769  0.137
47 H -2.170 0.746 2.382  0.115
48 H -0.067 0.360 1.136  0.111
49 H 0.106 1.795 2.156  0.130
50 H -0.396 3.271 0.250  0.153

Question: Among the records above, which one has the lowest max |F|?
Answer: C15H27N3O4S

Question: Which formula does entry 2 have?
Answer: C15H27N3O4S

Question: What is the M in the first record?
Answer: 503.21 g mol⁻¹

Question: Which value of max |F| does entry 2 give?
Answer: 1.0 eV Å⁻¹